# 1
Molecular formula: HO5P
Method: DFT, ωB97M-V/def2-TZVPD

```
7
Properties=species:S:1:pos:R:3:lowdin_charge:R:1
O 0.466 -0.041 2.438 -0.379
O 1.823 -1.879 1.187 -0.463
O -0.661 -2.246 1.715 -0.402
O 0.236 0.510 -1.508 -0.392
O -0.562 1.679 -1.287 -0.613
P 0.463 -1.295 1.675 0.245
H 0.145 0.057 -0.603 0.006
```

Output
- ΔE to the lowest compared entry with this formula, charge and spin (kcal per mole) = 32.1
- charge = -2
- spin multiplicity = 1
- orbital gap (Ha) = 0.1875
- HOMO level (Ha) = 0.063

# 2
Molecular formula: C13H23BN6OPtSi
Method: DFT, ωB97M-V/def2-TZVPD

```
46
Properties=species:S:1:pos:R:3:lowdin_charge:R:1
C -2.825 -0.308 -0.897 0.018
N -1.636 0.283 -0.577 -0.074
N -0.805 0.288 -1.657 0.055
C -1.552 -0.117 -2.719 0.141
C -2.794 -0.538 -2.267 0.161
B 0.664 0.818 -1.812 -0.305
N 0.662 2.073 -0.799 0.031
N -0.118 2.251 0.324 -0.119
C 0.028 3.514 0.789 -0.026
C 0.819 4.202 -0.112 0.085
C 1.181 3.300 -1.102 0.088
Pt -1.233 0.896 1.310 1.408
N 1.966 -0.189 -2.171 0.015
N 2.453 -1.204 -1.337 0.131
C 3.444 -1.821 -1.943 -0.043
C 3.650 -1.264 -3.218 0.142
C 2.704 -0.236 -3.322 0.071
H 3.968 -2.635 -1.445 0.153
H 2.503 0.456 -4.122 0.158
H 4.385 -1.601 -3.918 0.154
H 0.630 1.409 -2.875 0.128
H 1.666 3.484 -2.063 0.177
H -1.140 -0.035 -3.712 0.180
H 1.075 5.238 -0.060 0.152
H -3.586 -0.983 -2.840 0.169
H -0.360 3.844 1.739 0.152
H -3.554 -0.563 -0.131 0.159
H 0.676 0.651 1.821 0.077
C 0.090 1.029 2.730 -0.193
H 0.656 1.919 3.023 0.098
H -1.050 1.523 2.718 0.045
H 0.115 0.238 3.469 0.063
C 0.285 -2.975 3.259 0.007
Si -1.312 -2.307 2.487 0.394
C -1.873 -3.844 1.549 -0.040
C -2.478 -1.786 3.888 -0.114
O -1.131 -1.153 1.380 -0.407
H 0.006 -3.773 3.963 0.105
H 0.872 -2.229 3.807 0.085
H 0.932 -3.420 2.488 0.086
H -2.103 -4.653 2.258 0.095
H -2.755 -3.636 0.931 0.077
H -1.071 -4.179 0.875 0.074
H -1.985 -1.155 4.641 0.057
H -3.323 -1.210 3.486 0.053
H -2.897 -2.651 4.423 0.075
```

Output
- charge = +4
- spin multiplicity = 5
- orbital gap (alpha / beta) (Ha) = 0.3070 / 0.1735
- <S²> = 6.060
- HOMO level (alpha / beta) (Ha) = -0.835 / -0.816